Density functional theory data (wB97M-V/def2-TZVPD) for a 2-piece molecular cluster, C9H13Cl2IN4O2 overall at a distorted geometry.

Calculated values
HOMO-LUMO gap   4.71 eV
M   407.039 g/mol

Each line ends with the natural charge from an NBO analysis.
Geometry (Å):
C1 1.4883 0.5565 3.9496  -0.675
C2 0.7389 1.8392 3.5564  0.052
Cl1 0.0993 2.8308 4.8731  0.059
C3 0.5317 2.2443 2.2802  0.010
Cl2 -0.3363 3.7543 1.9454  0.058
N1 1.0675 1.4184 1.2549  -0.244
N2 2.2857 1.5396 0.6696  -0.358
C4 2.4670 0.5560 -0.2389  0.267
N3 1.3740 -0.2403 -0.3007  -0.415
C5 0.5025 0.3310 0.6297  0.599
N4 -0.7036 -0.1508 0.8467  -0.529
C6 -1.1729 -1.3507 0.1359  -0.429
C7 -2.7250 -1.3673 -0.0348  0.505
O1 -3.3796 -0.4113 -0.2260  -0.511
I1 -3.5588 -3.3697 0.0173  0.024
H1 2.1948 0.2071 3.1599  0.235
H2 0.7573 -0.2614 4.1583  0.257
H3 2.0717 0.6999 4.8866  0.257
H4 2.9087 2.2951 0.9331  0.441
H5 3.3813 0.4176 -0.8334  0.253
H6 -1.2450 0.3509 1.5514  0.418
H7 -0.8315 -2.2358 0.7259  0.219
H8 -0.7677 -1.4405 -0.9399  0.401
C8 -1.4511 -0.5914 -4.3760  -0.624
C9 -0.3109 -1.4897 -3.8489  -0.007
O2 -0.6432 -1.9465 -2.6264  -0.960
H9 -1.6165 0.2729 -3.7247  0.175
H10 -1.2014 -0.2060 -5.3766  0.166
H11 -2.3902 -1.1443 -4.4637  0.191
H12 0.6098 -0.8641 -3.9336  0.069
H13 -0.1452 -2.2436 -4.6502  0.095

Forces on the atoms, in the same order (eV/Å):
-0.1 0.0 0.2
0.0 0.1 0.2
0.5 -1.0 -0.8
0.3 0.2 1.1
0.7 -1.2 -0.4
-1.6 -0.6 -0.5
2.1 0.7 -0.6
-2.3 -0.8 0.5
1.0 2.1 1.4
0.5 -1.0 -1.5
0.2 0.9 0.2
-0.7 -1.3 0.4
1.9 -0.3 0.0
-0.5 0.5 0.2
0.1 0.3 0.0
-0.7 0.4 0.5
0.5 0.6 -0.2
-0.5 0.1 -0.7
-0.2 -0.2 -0.1
-0.6 0.2 0.4
-0.2 -0.5 -0.4
-0.4 0.5 -0.6
0.0 0.1 -0.2
0.3 0.2 -0.7
-1.0 0.9 -0.4
0.4 -0.4 1.1
0.0 -0.1 0.1
-0.1 0.1 0.0
0.1 -0.1 0.2
0.2 0.0 0.4
-0.1 -0.4 0.3

---

Density functional theory data (wB97M-V/def2-TZVPD) for an isolated ion of composition C2H5NO and charge +1 at a distorted geometry.

Calculated values
Multiplicity   2
HOMO-LUMO gap (spin up / spin down)   11.23 / 5.55 eV
Net charge   +1
Expectation value of S²   0.754
M   59.068 g/mol
Relative energy (zero: lowest compared OMol25 entry of this formula, charge and spin)   36.94 kcal per mole

Each line ends with the natural charge from an NBO analysis.
Geometry (Å):
O1 -0.4875 -1.2901 1.8076  -0.389
C1 -0.1888 -0.2849 1.2428  0.381
C2 0.1608 -0.3924 -0.2362  -0.394
N1 0.4364 0.8659 -0.9211  -0.248
H1 -0.0948 0.6793 1.7842  0.163
H2 -0.7937 -0.7509 -0.7100  0.341
H3 0.9055 -1.1420 -0.4968  0.306
H4 -0.2057 1.5755 -0.5439  0.413
H5 0.2679 0.7396 -1.9266  0.428

Forces on the atoms, in the same order (eV/Å):
-0.1 0.1 0.0
0.6 -0.5 0.8
0.4 1.1 -0.4
-3.2 -2.0 0.3
-0.1 0.1 -0.4
0.2 0.1 -0.1
0.1 -0.2 0.1
0.9 0.8 0.0
1.2 0.6 -0.2